(1)
Here is a 7-piece molecular cluster, C7H25NO6 overall from the OMol25 dataset. Energies are from the ωB97M-V functional and the def2-TZVPD basis.

Summary:
Multiplicity   2
Net charge   +1
Frontier orbital gap (alpha / beta)   10.797 / 7.328 eV
LUMO energy (alpha / beta)   -3.35 / -6.82 eV
⟨S²⟩   0.759

Cartesian coordinates (Å):
C (1.04659, -0.56238, 2.86164)
C (-0.45406, -0.71810, 2.58203)
C (-1.03608, 0.44454, 1.75292)
N (-2.49139, -0.93657, -0.36993)
C (-1.32046, -0.39726, -0.70255)
C (-0.69066, 0.32984, 0.30719)
C (-1.20320, 0.03519, -3.12667)
C (-0.84722, -0.69325, -2.06859)
H (1.49074, 0.38568, 2.53480)
H (1.59248, -1.26891, 2.23239)
H (1.29645, -0.64743, 3.91416)
H (-1.00207, -0.78959, 3.52209)
H (-0.62493, -1.70041, 2.15858)
H (-2.10582, 0.61947, 1.84088)
H (-0.59068, 1.32416, 2.20672)
H (-3.21749, -1.27159, -0.97855)
H (-2.71412, -1.05500, 0.61234)
H (0.28098, 0.76309, 0.08416)
H (-0.75060, -0.08035, -4.09973)
H (-1.85735, 0.88255, -2.96129)
H (-0.21547, -1.56686, -2.18994)
H (-0.18713, -4.12917, -0.02672)
H (-0.83014, -3.95719, 1.38697)
O (-0.15298, -4.41850, 0.88796)
H (2.37262, 2.16334, 0.44263)
H (2.66588, 3.32869, 1.48162)
O (2.04153, 2.97265, 0.84701)
H (3.54005, -0.25043, -0.17969)
H (2.32117, -0.22410, -1.02551)
O (3.23576, 0.08213, -1.03120)
H (-1.60991, 3.77439, 0.54273)
H (-0.46664, 2.84762, 0.70405)
O (-1.41036, 2.82968, 0.47479)
H (1.54346, -2.77056, 0.19068)
H (0.66702, -1.56053, 0.01133)
O (1.47919, -1.95511, -0.32952)
H (0.55483, 3.27968, -2.47736)
H (-0.17190, 2.21389, -1.69390)
O (0.01136, 2.49172, -2.59881)

---

(2)
Here is a 7-piece molecular cluster, C7H27NO6 overall from the OMol25 dataset. Energies are from the ωB97M-V functional and the def2-TZVPD basis.

Summary:
Net charge   0
Structure (SMILES)   C=C(CC)C[C@@H](C)N.O.O.O.O.O.O
Frontier orbital gap   9.222 eV
LUMO energy   0.07 eV

Cartesian coordinates (Å):
C (2.86982, 0.65725, 0.63014)
C (1.75756, 0.59627, 1.34702)
C (1.46376, -0.69820, 2.11718)
C (0.57635, -0.43844, 3.40031)
C (0.62537, 1.47051, 1.04133)
C (-0.32012, 0.81981, -0.10928)
C (-1.72206, 1.26851, -0.36414)
N (0.45335, 1.00358, -1.30160)
H (3.71195, -0.01591, 0.83939)
H (3.02027, 1.58859, 0.12888)
H (0.96940, -1.55360, 1.32836)
H (2.37976, -1.11398, 2.59582)
H (1.34764, -1.02999, 4.13276)
H (0.58557, 0.58273, 3.68827)
H (-0.39155, -0.95610, 3.60598)
H (1.08252, 2.32787, 0.63801)
H (-0.06602, 1.79129, 1.85559)
H (-0.44061, -0.30177, 0.14750)
H (-1.99853, 1.21244, -1.40360)
H (-2.59217, 0.90063, 0.19350)
H (-1.77442, 2.34651, -0.03473)
H (0.53670, 0.11917, -1.85363)
H (1.25120, 1.63487, -1.28245)
O (-0.64783, -3.09847, 3.03702)
H (-0.52252, -2.82161, 2.17089)
H (-1.47152, -2.68415, 3.33783)
O (-2.76566, -1.67361, 0.58492)
H (-2.58343, -1.28301, -0.34992)
H (-1.98289, -2.16000, 0.84013)
O (-1.60273, 0.70981, -3.40187)
H (-1.56128, 1.64795, -3.66455)
H (-0.94293, 0.74678, -2.62563)
O (-0.43966, 3.45890, -2.89310)
H (-1.13110, 3.82796, -2.53770)
H (-0.13605, 2.93637, -2.01787)
O (2.24456, -1.18540, -2.45139)
H (2.46851, -1.86552, -1.93770)
H (2.53533, -1.32921, -3.30197)
O (-1.58811, -2.22526, -1.71458)
H (-1.89059, -2.05713, -2.64140)
H (-1.30786, -3.15643, -1.77370)